The following is a quantum chemistry calculation of a molecular structure, C29H32IrN2O3PS at a distorted geometry, from the OMol25 dataset.

Structure (XYZ):
```
69
C29H32IrN2O3PS ωB97M-V/def2-TZVPD
Ir 0.04774 -0.26483 -0.93233
N -0.05201 -1.72915 1.89070
P -1.51615 -1.51548 1.14844
C -2.60087 -2.63051 1.97654
C -2.32150 -3.99881 1.87505
C -3.16176 -4.91069 2.48708
C -4.28412 -4.46398 3.17603
C -4.57467 -3.11019 3.25670
C -3.73433 -2.18408 2.65705
C -1.27927 -1.77097 -0.57566
C 0.00615 -2.31625 -1.11104
C 0.03604 -2.71861 -2.54213
C -0.55675 -1.84116 -3.35803
C -1.26641 -0.69437 -2.71473
C -1.91603 -0.87500 -1.49910
C 1.12864 -0.97380 1.78095
C 2.03421 -1.00415 2.83458
C 3.17819 -0.24288 2.75849
C 3.39313 0.54622 1.63708
C 2.46185 0.52203 0.62602
N 1.34364 -0.23989 0.68002
H -0.10769 -2.27060 2.74391
H -1.46039 -4.34887 1.31652
H -2.95060 -5.96892 2.41904
H -4.94380 -5.18093 3.64626
H -5.45820 -2.77434 3.78168
H -3.96801 -1.12888 2.70418
H 0.58458 -2.92355 -0.42257
H 0.52816 -3.62043 -2.87565
H -0.59969 -1.95157 -4.43328
H -1.60084 0.12896 -3.33084
H -2.72640 -0.23084 -1.18202
H 1.82883 -1.61475 3.70377
H 3.89170 -0.25644 3.57148
H 4.27283 1.16533 1.54224
H 2.57738 1.09755 -0.27654
C -1.48675 3.92251 0.09460
C -0.97309 2.53372 0.33777
O -0.55596 1.88255 -0.60994
C -0.95740 2.06422 1.76178
C -0.41076 2.94718 2.69885
C -0.34666 2.63512 4.04508
C -0.88834 1.44211 4.49578
C -1.46585 0.56331 3.59364
C -1.47658 0.86451 2.24389
O -2.09540 -0.04943 1.36893
H -1.70113 4.04811 -0.96338
H -0.72160 4.64912 0.37899
H -2.36778 4.13180 0.69936
H -0.01648 3.89548 2.35957
H 0.09803 3.33345 4.73999
H -0.88249 1.19991 5.54988
H -1.92678 -0.35357 3.93905
C 2.03122 3.34202 -5.00715
C 1.98219 2.82448 -3.57694
S 1.35626 1.14707 -3.48815
O 1.59656 0.75184 -2.02157
C 2.61109 0.23883 -4.40470
C 4.03327 0.43840 -3.91133
H 2.25718 4.40664 -4.99588
H 1.07495 3.21268 -5.51510
H 2.80650 2.84835 -5.59141
H 1.28084 3.39483 -2.96592
H 2.95381 2.83203 -3.08234
H 2.47448 0.52010 -5.45064
H 2.28535 -0.79809 -4.30165
H 4.41267 1.43237 -4.14403
H 4.68562 -0.28273 -4.40120
H 4.09944 0.27588 -2.83572
```

Results
ΔE to the lowest compared entry with this formula, charge and spin ... 0.30 kcal/mol
Orbital gap ... 8.368 eV
Net charge ... +2

---

The following is a quantum chemistry calculation of 2 unconnected molecules or ions with the total composition C29H32N2O5S2 at a distorted geometry, from the OMol25 dataset.

Structure (XYZ):
```
70
C29H32N2O5S2 ωB97M-V/def2-TZVPD
C -6.87137 -3.57814 -0.29819
C -6.91933 -3.59017 -1.83548
C -5.63098 -2.91420 -2.32357
N -4.82187 -2.68641 -1.13325
C -3.59632 -2.03394 -1.15369
C -3.46732 -0.69906 -0.68228
C -2.24349 -0.06104 -0.65457
C -1.02697 -0.75054 -0.96447
C 0.20535 -0.07168 -0.78086
C 1.47760 -0.71221 -0.80928
C 1.64717 -2.07051 -0.39120
C 2.87679 -2.68291 -0.40910
C 4.02006 -2.01597 -0.92708
N 5.23253 -2.67240 -1.00401
C 5.92174 -3.20567 0.16353
C 6.94501 -4.20604 -0.37750
C 6.95133 -4.05145 -1.90847
C 5.91747 -2.97157 -2.25245
C 3.86935 -0.66551 -1.35051
C 2.65898 -0.01948 -1.23941
C -1.17557 -2.07638 -1.50560
C -2.41424 -2.68191 -1.61432
C -5.59198 -2.83546 0.09593
H -7.74824 -3.08538 0.12685
H -6.83528 -4.59916 0.08887
H -6.97254 -4.61352 -2.21487
H -7.79465 -3.04706 -2.20071
H -5.08754 -3.52220 -3.05830
H -5.87924 -1.95399 -2.80989
H -4.37196 -0.17092 -0.36873
H -2.18967 1.00438 -0.40401
H 0.18648 1.01280 -0.80238
H 0.75918 -2.65183 -0.11386
H 2.97490 -3.72565 -0.08366
H 6.44782 -2.39111 0.69280
H 5.21263 -3.64877 0.87238
H 7.93306 -4.00930 0.04281
H 6.65100 -5.21980 -0.09386
H 7.93829 -3.76606 -2.27700
H 6.66946 -4.99307 -2.38675
H 5.20299 -3.31489 -3.01426
H 6.40688 -2.06637 -2.64451
H 4.75749 -0.15028 -1.73906
H 2.55087 1.01845 -1.58107
H -0.29095 -2.59644 -1.88267
H -2.48996 -3.69418 -2.02100
H -5.82513 -1.84848 0.52660
H -5.01345 -3.39194 0.84756
C 0.40747 1.32639 1.82600
O -0.18166 2.30806 2.74783
C -0.30945 3.55862 2.32884
S -1.88038 4.43255 2.11589
O -2.34098 4.21566 0.75227
O -2.76145 4.19879 3.24321
C -1.20527 6.09758 2.28396
C 0.17431 6.19762 2.36685
C 0.78901 7.43674 2.56730
C -0.00009 8.58311 2.65003
C -1.38967 8.48318 2.57677
C -2.00273 7.24100 2.41458
S 1.09903 4.65617 2.27107
O 1.86649 4.51226 3.49402
O 1.74811 4.57871 0.97194
H 0.45480 0.36976 2.34145
H -0.28510 1.25636 0.98915
H 1.39645 1.66500 1.50835
H 1.87056 7.48225 2.63997
H 0.48207 9.55336 2.75826
H -2.00431 9.37966 2.63231
H -3.08357 7.14457 2.37454
```

Results
Orbital gap ... 2.823 eV
Net charge ... 0

---

The following is a quantum chemistry calculation of a molecular structure, C29H33AsBrMnN5O8S, from the OMol25 dataset.

Structure (XYZ):
```
79
C29H33AsBrMnN5O8S ωB97M-V/def2-TZVPD
Mn -0.20423 0.80598 0.88084
O 1.31849 -2.50158 2.54197
As 0.31289 -3.42825 1.22645
O 0.25511 -4.92313 2.01423
O -0.30959 -0.61237 2.94319
C 1.90688 -3.68982 0.07064
C 2.26104 -5.00807 -0.20713
C 3.30316 -5.30310 -1.07320
C 4.01044 -4.27900 -1.68794
C 3.68010 -2.96085 -1.42329
C 2.63620 -2.67610 -0.54986
S 2.38154 -0.95043 -0.22482
O 3.42009 -0.48764 0.66225
O 2.37190 -0.26372 -1.52267
O 1.01863 -0.86101 0.38726
H 1.64776 -3.18329 3.14251
H 1.70712 -5.79652 0.28974
H 3.56536 -6.33524 -1.27024
H 4.82132 -4.50434 -2.36854
H 4.22458 -2.14961 -1.88963
C 4.64763 3.37832 -0.16104
C 3.50033 3.28595 0.80151
C 3.41576 4.05124 1.95462
C 2.34000 3.90477 2.81677
C 1.37997 2.96974 2.49015
Br -0.09713 2.70108 3.63756
N 1.43662 2.21365 1.39769
C 2.47296 2.38348 0.56618
H 5.42800 4.03484 0.22026
H 4.31866 3.76366 -1.12713
H 5.07600 2.39010 -0.33074
H 4.19595 4.76542 2.18911
H 2.25211 4.48424 3.72333
H 2.48984 1.75638 -0.31578
O -1.55160 -5.63018 3.58331
C -2.53435 -4.85706 3.94570
O -3.41741 -5.18085 4.71012
C -2.54730 -3.46777 3.34694
C -1.49307 -2.60528 3.58488
C -1.42376 -1.39232 2.90706
C -2.49146 -0.99962 2.09936
C -3.58760 -1.84294 1.91855
C -3.60715 -3.08059 2.52428
N -2.30089 0.22451 1.44119
C -3.24310 0.97603 1.04823
C -2.90561 2.28303 0.45767
C -3.88382 3.13061 -0.03736
C -3.50103 4.36497 -0.54391
C -2.16163 4.70858 -0.53177
C -1.24815 3.79646 -0.02064
N -1.60682 2.61437 0.46243
H -0.82727 -5.24250 2.89444
H -0.66668 -2.90733 4.21258
H 0.47638 -1.27464 2.91011
H -4.39034 -1.55515 1.25015
H -4.42872 -3.76317 2.35622
H -4.29652 0.73094 1.18408
H -4.92212 2.82670 -0.02238
H -4.24200 5.04681 -0.93942
H -1.81940 5.65958 -0.91379
H -0.18711 4.01681 -0.00632
C -1.73804 2.25812 -4.42356
C -1.08881 1.08824 -3.69252
C 0.30265 0.81764 -4.25736
C -1.97081 -0.15697 -3.82247
N -0.95040 1.53840 -2.29023
N -0.41901 0.56082 -1.39717
H -1.85723 2.02903 -5.48252
H -1.12320 3.15356 -4.32530
H -2.72985 2.47290 -4.01425
H 0.24299 0.65226 -5.33380
H 0.76278 -0.06397 -3.80854
H 0.95649 1.67096 -4.07132
H -2.12056 -0.40578 -4.87385
H -2.95474 0.01321 -3.37588
H -1.52011 -1.03448 -3.35476
H -1.86998 1.79148 -1.94365
H 0.56596 0.41002 -1.63776
H -0.86507 -0.35025 -1.52104
```

Results
Multiplicity ... 6
ΔE to the lowest compared entry with this formula, charge and spin ... 16.63 kcal/mol
Orbital gap (spin up / spin down) ... 5.989 / 5.909 eV
Net charge ... 0

---

The following is a quantum chemistry calculation of a molecular structure, C29H33AsGeO9P2Tl, from the OMol25 dataset.

Structure (XYZ):
```
76
C29H33AsGeO9P2Tl ωB97M-V/def2-TZVPD
Tl -1.61800 0.94173 2.33536
O -0.13623 -1.07365 3.79468
P -1.52780 -1.95372 3.97595
O -1.37232 -2.82986 5.15688
O -2.62971 -0.95041 3.84710
O -1.47153 -2.89613 2.64421
P -1.97759 -2.45605 1.15535
O -1.05942 -3.47093 0.27385
O -3.38923 -2.79604 0.90399
O -1.47974 -1.05168 0.86738
H 0.58896 -1.57463 4.19324
H -0.12382 -3.24267 0.39982
C 4.04265 0.93582 5.37003
C 4.27425 -0.10426 4.48093
C 3.56247 -0.17721 3.28848
C 2.59768 0.77308 2.95023
C 2.37200 1.79875 3.87246
C 3.08454 1.89281 5.05971
Ge 1.43234 0.73170 1.26289
C 2.29442 -0.90400 0.41963
C 1.99176 -2.15493 0.96809
C 2.51711 -3.33253 0.45054
C 3.36165 -3.28807 -0.65157
C 3.66130 -2.05996 -1.22474
C 3.13227 -0.88831 -0.69620
C 2.52146 2.13601 0.22658
C 3.61937 2.84438 0.71663
C 4.26618 3.80607 -0.05211
C 3.82882 4.08848 -1.33903
C 2.72685 3.40881 -1.84307
C 2.08500 2.45813 -1.06225
H 4.61156 1.00792 6.29049
H 5.01357 -0.86077 4.72424
H 3.76594 -0.99207 2.60211
H 1.60833 2.54086 3.65230
H 2.89572 2.70341 5.75591
H 1.32834 -2.20113 1.82920
H 2.27288 -4.28732 0.90430
H 3.78721 -4.19989 -1.05503
H 4.31507 -2.01340 -2.09010
H 3.37965 0.06268 -1.15555
H 3.98137 2.63596 1.71796
H 5.12384 4.33512 0.35268
H 4.33778 4.83203 -1.94259
H 2.36894 3.62508 -2.84470
H 1.21010 1.94374 -1.45221
C -1.44844 1.60923 -3.08075
As -1.51901 0.57971 -1.37222
C -0.47824 -0.93357 -2.11749
C -3.34765 -0.20187 -1.55602
C -3.57254 -1.06595 -2.74634
C -3.98917 -0.53214 -3.96811
C -4.17992 -1.33999 -5.07984
C -3.97768 -2.70949 -4.98864
C -3.59691 -3.25858 -3.77006
C -3.39222 -2.44986 -2.66415
H -1.90707 1.04223 -3.89169
H -0.40109 1.78629 -3.33361
H -1.94576 2.57249 -2.97840
H -0.77913 -1.11912 -3.14938
H -0.68061 -1.81270 -1.51261
H 0.58723 -0.71021 -2.07233
H -4.04299 0.63845 -1.55560
H -3.47843 -0.78142 -0.64230
H -4.18437 0.53236 -4.04038
H -4.49480 -0.89890 -6.01922
H -4.12108 -3.34203 -5.85705
H -3.47076 -4.33130 -3.68188
H -3.11299 -2.88462 -1.70982
C -4.79902 3.13766 0.88050
O -3.66387 2.32460 0.54742
C -2.88597 2.71036 -0.46791
O -3.06397 3.70802 -1.10729
H -5.57516 2.46100 1.22688
H -5.12756 3.69076 0.00254
H -4.52681 3.83568 1.67166
```

Results
Multiplicity ... 2
Orbital gap (spin up / spin down) ... 5.627 / 5.118 eV
Net charge ... -2

---

The following is a quantum chemistry calculation of 5 unconnected molecules or ions with the total composition C29H33Br3F12O11 at a distorted geometry, from the OMol25 dataset.

Structure (XYZ):
```
88
C29H33Br3F12O11 ωB97M-V/def2-TZVPD
C 5.41945 -1.26829 5.83751
C 5.10777 -1.98941 4.57287
Br 6.29851 -3.38180 4.04024
C 4.05808 -1.69729 3.81905
Br 3.75419 -2.61822 2.15943
C 3.05671 -0.68859 4.12072
C 2.37332 -0.64671 5.25512
O 2.48472 -1.50606 6.26641
C 1.36520 0.45761 5.44751
O 1.26389 1.03954 6.50041
C 0.54662 0.77281 4.23156
C -0.89718 1.05257 4.44215
C -1.59831 -0.29807 4.77252
C -2.94906 -0.10347 5.43921
C -1.67496 -1.24598 3.59517
C 1.22916 0.73091 3.09383
Br 0.50732 1.10379 1.35975
C 2.69681 0.37606 3.13340
O 3.50660 0.89741 2.41091
H 4.88686 -1.74435 6.65630
H 6.47260 -1.32651 6.08242
H 5.06928 -0.24574 5.76847
H 2.27726 -1.06218 7.10230
H -1.32610 1.54082 3.57419
H -1.06308 1.69232 5.30476
H -0.93400 -0.77821 5.49697
H -2.97145 0.70874 6.16223
H -3.19029 -1.01212 5.98818
H -3.75329 0.05068 4.72158
H -2.52898 -1.03750 2.96927
H -1.77341 -2.27327 3.94302
H -0.77068 -1.19930 2.99583
C -0.34125 0.17264 -4.59829
C -1.62938 0.85415 -4.19567
O -2.29937 0.12518 -3.14567
C -1.85507 0.34520 -1.92023
O -0.96240 1.08302 -1.61105
C -2.68412 -0.45877 -0.90887
F -2.88638 -1.71953 -1.30894
F -3.89687 0.09768 -0.72599
F -2.08049 -0.50722 0.27679
H -0.52685 -0.86526 -4.87704
H 0.11398 0.68935 -5.44234
H 0.37301 0.16210 -3.77497
H -2.32009 0.87470 -5.03567
H -1.45954 1.88588 -3.89066
C 5.08891 -4.72718 -0.29577
C 4.42306 -3.77381 -1.26403
O 5.07088 -3.80051 -2.55044
C 4.71866 -4.79044 -3.35933
O 3.92423 -5.65221 -3.11819
C 5.45728 -4.65140 -4.69976
F 6.75503 -4.37173 -4.52183
F 4.92256 -3.65936 -5.42896
F 5.37647 -5.77207 -5.41323
H 6.15574 -4.51333 -0.22080
H 4.64221 -4.63835 0.69498
H 4.98918 -5.76030 -0.62883
H 4.51493 -2.75065 -0.90442
H 3.35988 -3.98719 -1.37115
C -6.44190 1.09859 -0.16924
C -7.42928 2.05536 -0.80188
O -8.60261 1.36198 -1.26627
C -9.52273 1.09617 -0.34813
O -9.46227 1.37517 0.81372
C -10.72547 0.40163 -1.00586
F -10.33691 -0.56105 -1.85231
F -11.45452 1.28742 -1.70228
F -11.51897 -0.15389 -0.09357
H -6.19779 0.29417 -0.85856
H -5.52812 1.62010 0.10486
H -6.86049 0.64031 0.72712
H -6.98843 2.52007 -1.68149
H -7.70788 2.85617 -0.11789
C 2.03804 3.94598 -2.61933
C 1.76620 5.01416 -3.65719
O 2.72865 4.95801 -4.72873
C 2.49964 4.05276 -5.66815
O 1.57828 3.28854 -5.69979
C 3.57930 4.14668 -6.75762
F 4.80409 4.25484 -6.22897
F 3.37069 5.22347 -7.53057
F 3.56605 3.07113 -7.54138
H 3.06245 4.02102 -2.25371
H 1.35479 4.04940 -1.77716
H 1.91686 2.94809 -3.04038
H 1.87036 6.00233 -3.21448
H 0.75427 4.94060 -4.05370
```

Results
Structure (SMILES) ... C/C(Br)=C(/Br)C1=C(O)C(=O)C(CC(C)C)=C(Br)C1=O.CCOC(=O)C(F)(F)F.CCOC(=O)C(F)(F)F.CCOC(=O)C(F)(F)F.CCOC(=O)C(F)(F)F
Orbital gap ... 8.157 eV
Net charge ... 0

---

The following is a quantum chemistry calculation of C29H33ClN4O3 in the gas phase, from the OMol25 dataset.

Structure (XYZ):
```
70
C29H33ClN4O3 ωB97M-V/def2-TZVPD
C 7.74764 0.29682 1.35920
C 7.46841 -0.58347 0.13302
N 6.08654 -0.80459 -0.21753
C 5.30720 -1.64071 0.68117
C 4.81449 -2.88613 -0.05879
C 5.37124 0.28619 -0.81753
C 4.92836 1.43414 0.13676
N 3.55395 1.81640 -0.07651
C 2.55075 1.35705 0.70827
O 2.75034 0.68360 1.70357
C 1.18342 1.74166 0.26286
C 0.80679 1.67181 -1.07534
C -0.50216 1.90041 -1.44111
C -1.46097 2.21589 -0.47818
N -2.79032 2.29414 -0.90009
C -3.90822 2.15849 -0.12755
O -3.94216 2.33172 1.06993
C -5.12198 1.71707 -0.93237
C -5.21022 0.15751 -0.96131
N -3.96024 -0.47089 -0.56150
C -2.89408 -0.50767 -1.37923
O -2.95505 -0.10640 -2.53398
C -1.60400 -1.04138 -0.83642
C -0.69765 -1.48228 -1.80303
C 0.57903 -1.88952 -1.47670
C 0.99326 -1.84447 -0.15597
C 0.11754 -1.41467 0.82204
C -1.17346 -1.02902 0.49124
Cl -2.16400 -0.49864 1.81267
C -6.30199 -0.35130 -0.05563
C -6.29009 -0.02327 1.29607
C -7.27934 -0.50116 2.13613
C -8.28782 -1.30850 1.63630
C -8.30433 -1.63652 0.29190
C -7.31365 -1.16145 -0.55053
C -1.07443 2.35707 0.85221
C 0.23223 2.09593 1.21369
H 7.47563 1.33143 1.17123
H 7.18956 -0.05804 2.22241
H 8.80797 0.25948 1.59766
H 7.91387 -1.56903 0.30050
H 7.96187 -0.14389 -0.73963
H 5.92928 -1.95464 1.52231
H 4.44906 -1.09575 1.09121
H 4.20042 -2.60396 -0.91057
H 4.22832 -3.51601 0.60624
H 5.66092 -3.45917 -0.42863
H 4.46643 -0.13256 -1.27134
H 5.99016 0.69298 -1.62206
H 5.56453 2.31358 0.01375
H 4.98814 1.08974 1.17104
H 3.32932 2.34647 -0.90256
H 1.52232 1.38225 -1.83190
H -0.80257 1.79043 -2.47291
H -2.90570 2.07881 -1.88436
H -6.02085 2.11381 -0.46053
H -5.05526 2.09971 -1.95007
H -5.40216 -0.15429 -1.99440
H -3.87052 -0.74014 0.40784
H -1.03153 -1.47734 -2.83003
H 1.25157 -2.22883 -2.24997
H 1.99487 -2.13153 0.12111
H 0.44183 -1.35988 1.84916
H -5.51476 0.61951 1.68665
H -7.26396 -0.24058 3.18391
H -9.06058 -1.67940 2.29323
H -9.08954 -2.26404 -0.10319
H -7.32749 -1.42058 -1.59946
H -1.80621 2.62486 1.59591
H 0.52995 2.15274 2.24977
```

Results
Structure (SMILES) ... CCN(CC)CCNC(=O)c1ccc(NC(=O)C[C@@H](NC(=O)c2ccccc2Cl)c2ccccc2)cc1
ΔE to the lowest compared entry with this formula, charge and spin ... 4.93 kcal/mol
Orbital gap ... 8.498 eV
Net charge ... 0